125
Properties=species:S:1:pos:R:3:forces:R:3:mulliken_charge:R:1 method="wB97M-V/def2-TZVPD" e_lumo_ev="0.15 / 0.15" spin_multiplicity=5 fmax_ha_per_bohr=0.065 e_homo_ev="-8.75 / -8.09"
Fe -1.477962 1.377778 -2.023723 0.426 -0.539 -0.299 0.7064
C 0.680510 -0.328834 -3.797293 0.436 -0.458 -1.306 -1.5014
C -0.759350 -0.364951 -4.316431 -0.156 0.230 0.009 0.7833
C -1.440843 -1.649269 -3.769134 -0.112 -0.738 -1.078 -1.1080
O -1.490404 0.758263 -3.893950 -0.747 0.411 0.530 0.0991
H 1.359820 0.343566 -4.351048 -0.599 0.445 0.656 0.2421
H 1.139615 -1.279507 -4.053572 -0.022 -0.565 0.224 0.6125
H 0.692197 -0.231377 -2.719975 0.191 0.311 0.250 -0.1348
H -0.711795 -0.284068 -5.429678 -0.194 -0.635 0.534 0.3652
H -2.497456 -1.492167 -3.518652 0.248 0.242 -0.170 0.1233
H -0.935809 -1.944707 -2.843300 -0.050 -0.131 -0.094 0.1588
H -1.428517 -2.510808 -4.504329 0.273 0.844 0.819 0.3320
C 0.787922 0.816046 -0.136882 0.274 -0.880 0.332 0.4836
O -0.541110 0.554781 -0.435064 -0.620 0.258 -0.505 -0.5072
H 0.867661 1.383839 0.805984 0.009 0.110 -0.362 -0.9108
H 1.389184 -0.116761 -0.006644 -0.391 0.134 0.186 0.3987
H 1.323894 1.298306 -0.954165 0.006 0.598 -0.042 -0.0882
C 5.056180 -3.961923 -1.767514 0.198 1.594 -0.966 -0.4313
O 5.042850 -4.806399 -0.710437 0.533 -1.580 1.487 -0.5515
H 5.918955 -4.195059 -2.409349 -0.344 0.462 -0.055 0.3007
H 4.113547 -3.942408 -2.311138 -0.052 -0.511 -0.562 0.2600
H 5.069874 -2.963655 -1.344173 0.735 0.845 -0.408 0.0408
H 4.132138 -5.048825 -0.617895 -0.909 -0.830 0.479 0.3972
C -1.730597 -2.383232 0.721687 -1.177 1.389 0.484 -0.8138
O -2.029279 -1.000769 1.068343 0.061 -0.233 -0.509 -0.7122
H -1.965555 -2.946427 1.602863 -0.059 -0.542 0.354 0.2816
H -2.376465 -2.694815 -0.094412 0.037 -0.163 -0.192 0.2355
H -0.705170 -2.494049 0.474694 1.007 -0.139 -0.312 0.3526
H -1.428087 -0.403605 0.536942 0.452 -0.037 0.075 0.4023
C 0.233986 -1.360362 5.094068 1.554 0.638 0.098 -0.5046
O 0.940372 -0.830806 3.951429 -0.579 0.797 -0.685 -0.3841
H -0.434458 -0.604910 5.519017 0.047 -0.212 -0.071 0.1724
H -0.290556 -2.269249 4.807168 0.004 -0.104 0.215 0.1925
H 1.101269 -1.535994 5.772210 -1.157 -0.410 0.056 0.2918
H 0.468118 -0.053527 3.605265 -0.110 -0.477 0.288 0.1849
C 3.672835 -2.006550 2.211505 -0.631 -0.055 1.802 -0.0843
O 2.423992 -2.673484 2.478361 -0.371 1.552 -0.245 -0.4721
H 3.610820 -0.918580 2.155191 -0.413 0.068 -0.404 -0.1313
H 4.378392 -2.155860 3.040596 -0.130 -0.305 -0.058 0.3122
H 4.085903 -2.433320 1.344277 0.649 -0.332 -1.282 0.1122
H 1.745796 -1.962702 2.661484 0.933 -1.090 0.199 0.3694
C -4.685995 0.393241 -4.628783 -0.329 0.061 -1.228 -0.2903
O -3.736520 1.118785 -5.452355 0.842 -0.313 1.677 -0.7389
H -4.320697 0.222780 -3.633270 0.457 -0.380 0.335 -0.2230
H -5.569361 1.003738 -4.528107 -0.420 0.380 0.013 0.3359
H -5.037536 -0.536636 -5.116958 0.587 0.285 0.258 0.2489
H -2.845353 1.045865 -4.939469 -0.686 -0.470 -0.711 0.3581
C -2.733838 1.719462 3.526244 1.523 -0.333 1.532 -0.5701
O -2.056184 0.448782 3.560498 0.002 0.989 1.493 -0.1027
H -2.592049 2.245490 2.603511 -0.244 0.105 -0.810 0.1740
H -3.763164 1.668017 3.859248 -0.362 -0.273 -0.369 0.2901
H -2.213650 2.334799 4.300445 -0.411 -0.426 -0.527 0.1237
H -2.037533 -0.046783 2.755366 -0.506 -0.338 -1.455 0.2995
C 1.411609 -4.810225 -0.520269 -0.600 -0.105 0.604 -0.5560
O 2.439246 -5.670586 -0.933502 0.978 -0.376 -0.259 -0.5785
H 0.578241 -5.429005 -0.209768 -0.527 0.117 0.163 0.3495
H 1.735970 -4.231828 0.358305 0.133 -0.204 -0.370 0.1681
H 1.087084 -4.138817 -1.304599 -0.044 0.282 -0.271 0.3435
H 2.170562 -6.264806 -1.647692 -0.107 0.267 0.199 0.2660
C -4.447989 0.785015 -0.934443 -0.968 0.233 0.313 -0.9049
O -3.268756 0.146936 -1.308957 1.610 -0.308 0.304 -0.2209
H -5.168406 0.018618 -0.667369 -0.504 0.173 -0.053 0.3315
H -4.312064 1.460853 -0.121528 0.321 0.262 1.172 0.2739
H -4.818133 1.483435 -1.675474 -0.052 -0.480 -0.793 0.2957
H -2.893834 -0.274597 -0.486427 -0.424 0.180 -0.727 0.3989
C -2.304843 4.457204 -1.184720 -1.879 0.549 -0.115 -1.1187
O -2.624978 3.178699 -1.669486 0.037 -0.631 -0.118 -0.1197
H -2.439808 4.458860 -0.130155 0.037 -0.093 1.094 0.3024
H -1.332838 4.799101 -1.394888 1.451 0.136 -0.597 0.2823
H -3.031875 5.209796 -1.549039 0.350 -0.349 -0.069 0.3449
H -3.191557 3.231643 -2.495911 0.294 0.090 0.058 0.3927
C -3.887526 -2.334191 6.054125 -2.329 -0.354 0.170 -0.5358
O -3.330615 -2.783907 4.859046 -0.021 -0.796 -0.364 -0.4780
H -3.165779 -1.837255 6.650080 0.560 0.924 0.616 0.2536
H -4.815647 -1.700491 5.843770 1.227 -0.517 0.497 0.2038
H -4.216636 -3.200780 6.660479 0.048 0.279 -0.454 0.2635
H -2.689893 -2.134242 4.608955 0.538 0.591 -0.522 0.2590
C 2.183943 4.759001 -0.618076 1.935 -0.847 1.233 -0.3027
O 2.459608 3.955377 -1.744158 -0.212 -1.177 -0.695 -0.5768
H 1.835980 4.091276 0.158803 -0.362 0.277 0.457 -0.1220
H 3.163815 5.158677 -0.280382 -0.630 0.196 0.098 0.2660
H 1.508540 5.561984 -0.778230 -0.642 0.526 -0.688 0.4076
H 2.805877 3.097256 -1.398680 -0.146 0.879 -0.455 0.2182
C 4.337049 2.401565 1.539963 0.790 0.515 -0.307 -0.6495
O 2.930006 2.436427 1.366406 0.673 1.068 -0.277 0.0125
H 4.703495 3.456078 1.525039 -0.381 -0.745 0.148 0.3067
H 4.616714 1.947274 2.504703 -0.003 0.103 -0.377 0.3126
H 4.866929 1.895411 0.693369 -0.490 0.106 0.649 0.0616
H 2.562324 1.587240 1.538143 -0.276 -1.096 0.175 -0.0055
C -0.011927 3.190302 -4.189666 -0.429 1.388 -0.061 -0.9517
O 0.153996 2.665531 -2.865292 0.380 0.544 -0.325 0.7503
H -0.295605 4.268958 -4.165118 0.157 -0.459 0.280 0.2672
H 0.912189 3.160470 -4.759988 0.153 -0.387 -0.025 0.3351
H -0.824769 2.692526 -4.718932 0.386 -0.328 0.327 0.0776
H 0.951290 3.102669 -2.488823 -0.331 -0.151 0.011 -0.0406
C 0.461783 3.124217 3.358813 -0.521 -2.592 2.050 -0.3167
O -0.178445 3.961774 4.271609 -1.244 1.109 0.400 -0.5643
H 1.217806 2.620619 3.970798 0.420 0.237 -0.552 0.1869
H -0.172280 2.291330 3.012074 -0.184 0.350 -0.128 -0.0597
H 0.824146 3.661879 2.568510 1.362 1.125 -2.075 0.3954
H -0.770786 4.553720 3.778462 0.211 -0.290 0.435 0.3140
C 4.925236 -0.025128 -1.825020 0.448 1.636 -0.546 -0.5731
O 4.529214 1.235372 -2.435938 0.898 0.333 0.421 -0.4563
H 5.485617 0.162816 -0.885516 -0.261 -0.319 -0.470 0.2691
H 3.973357 -0.467468 -1.618994 -0.216 -0.875 0.150 0.1278
H 5.545301 -0.543658 -2.569996 -0.305 -0.408 0.557 0.3817
H 5.345582 1.759268 -2.552438 -0.696 -0.297 -0.026 0.2432
C 1.261620 -9.654159 -1.317845 -1.746 0.485 -1.181 -0.4742
O 2.481675 -9.053593 -1.741130 0.546 0.084 1.180 -0.4937
H 1.241831 -10.443081 -0.538931 0.794 0.377 -0.393 0.2534
H 0.518431 -8.872178 -0.983555 0.694 -0.628 -0.235 0.2006
H 0.834721 -10.090540 -2.277911 0.452 0.367 1.310 0.2157
H 2.981519 -8.652922 -0.991955 -0.740 -0.554 -0.645 0.3046
C 0.188525 2.129592 7.548843 0.564 -1.950 0.644 -0.7217
O -0.765256 2.011378 6.526048 -0.304 -0.996 0.552 -0.4356
H -0.296096 2.049617 8.536581 0.131 -0.209 -0.356 0.2540
H 1.007162 1.330282 7.467423 -1.151 0.874 0.110 0.2106
H 0.677765 3.060649 7.536755 0.676 1.355 -0.139 0.3435
H -0.661117 2.737154 5.936157 0.133 0.974 -0.929 0.2551
C -3.863564 4.537115 -4.528985 -3.076 0.448 0.039 -0.8589
O -3.830377 3.267714 -3.877885 0.522 0.789 0.390 -0.6679
H -3.505643 4.570559 -5.543945 0.758 -0.431 -0.250 0.3226
H -5.001684 4.729573 -4.676406 1.797 0.368 0.402 0.2467
H -3.404223 5.365747 -3.933630 -0.329 -1.017 -0.313 0.3083
H -3.793346 2.493746 -4.480310 -0.037 0.120 -0.724 0.4245

***

17
Properties=species:S:1:pos:R:3:forces:R:3:mulliken_charge:R:1 method="wB97M-V/def2-TZVPD" e_above_lowest_kj_mol=390.9 e_lumo_ev=0.52 smiles=OC(O)[C@H](O)[C@@H](O)P spin_multiplicity=1 fmax_ha_per_bohr=0.100 e_homo_ev=-9.51
O -1.542109 -1.349973 -0.139786 -0.853 -0.351 -1.385 -0.5337
C -1.486119 0.074699 -0.167282 -2.046 0.433 1.498 -0.1118
O -2.023296 0.502569 1.081770 0.204 0.379 1.388 -0.5414
C -0.093617 0.653378 -0.331799 0.989 -0.012 1.470 0.0946
O 0.088334 0.800748 -1.709782 2.272 -1.695 -0.526 -0.5419
C 1.000465 -0.377968 0.532922 0.290 2.170 -4.649 -0.4249
O 1.174491 -1.591314 -0.147618 -1.053 -1.223 -0.097 -0.5496
P 2.760017 0.394329 0.552592 -1.581 -0.118 -1.968 -0.0754
H -2.427218 -1.625487 -0.513246 1.568 0.458 0.762 0.3448
H -2.252324 0.445273 -0.948620 1.524 -0.261 1.136 0.3239
H -1.454874 0.351336 1.903001 -0.773 0.051 -2.122 0.3331
H 0.001031 1.713442 0.146254 -0.495 -1.943 -0.620 0.2345
H 0.727210 0.067417 -1.961979 -1.076 1.134 0.062 0.3872
H 0.469373 -0.526337 1.378898 -1.070 -0.322 3.335 0.6131
H 0.352191 -2.161968 -0.034778 1.297 1.290 -0.303 0.3545
H 2.360363 1.056614 -0.756617 1.041 -0.854 1.177 0.0620
H 2.346086 1.573235 1.116071 -0.237 0.865 0.841 0.0308

***

23
Properties=species:S:1:pos:R:3:forces:R:3:mulliken_charge:R:1 method="wB97M-V/def2-TZVPD" e_above_lowest_kj_mol=460.6 e_lumo_ev=-0.03 spin_multiplicity=1 fmax_ha_per_bohr=0.134 e_homo_ev=-9.40
C 1.735952 2.305909 -2.502257 0.134 0.849 -4.424 -0.0891
C 2.345916 1.311684 -1.772810 -1.850 2.493 -1.255 -0.7536
C 1.741593 1.048103 -0.590109 0.231 -1.218 3.049 -0.0204
C 0.790694 1.953897 -0.130451 -0.132 -0.128 -1.641 -0.5508
C 0.244385 2.877379 -1.099518 -4.831 -1.084 3.732 -0.0097
C -1.703655 -0.757206 0.264846 -2.174 3.074 -0.094 0.6424
C -2.486983 -1.274862 1.398416 -0.228 -1.445 2.382 -0.5798
C -1.865060 -2.193433 2.265478 -1.884 0.237 -1.911 -0.1254
C 0.334791 -2.024386 1.149540 -1.372 0.894 -0.908 0.5239
H 2.063165 2.492075 -3.561947 0.352 -0.368 1.154 0.3187
H 3.138430 0.895998 -2.278545 1.693 -1.530 -0.385 0.4552
H 2.041254 0.113415 -0.018494 -0.217 1.425 -0.314 0.5253
H 0.307640 1.814856 0.815167 -0.234 0.137 0.294 0.5185
H -0.866603 3.192293 -0.925452 2.214 0.138 0.466 0.2863
H 0.281385 -0.341587 -0.114005 -2.629 -4.256 -0.070 0.0754
H -3.528685 -0.859024 1.659155 1.932 -0.830 -0.709 0.3242
H -2.448270 -2.803542 3.068547 1.314 1.596 -1.369 0.3100
H -0.158535 -3.153575 2.980687 -0.821 1.600 -3.779 0.3396
N 0.568178 2.984444 -2.324197 2.883 -0.635 -0.591 -0.5512
N -0.449985 -1.398067 0.129520 3.325 5.913 -1.146 -0.2898
N -0.559636 -2.677391 2.009863 1.525 -1.571 4.659 -0.1892
O -2.118988 0.273448 -0.393995 2.314 -4.335 1.951 -0.5975
O 1.548302 -1.922990 1.115216 -1.544 -0.956 0.911 -0.5631